1.
A molecular structure, C27H31Br2N4O7S2W, computed with wB97M-V/def2-TZVPD.

The value obtained for the LUMO energy (alpha / beta) is -9.9 / -9.7 eV. The calculation puts the energy at -212353.574 eV. Its relative energy (zero: lowest compared OMol25 entry of this formula, charge and spin) is 1.521 eV. As for the HOMO energy (alpha / beta): -16.216 / -16.216 eV. Its gap between HOMO and LUMO (alpha / beta) is 6.30 / 6.51 eV.

Geometry as ORCA input:
```
! RIJCOSX wB97M-V def2-TZVPD def2/J DEFGRID3
* xyz 3 3
W 1.248 -1.356 -0.101
O 0.789 -1.854 3.232
C 1.089 -2.493 2.148
O 2.154 -2.272 1.493
C 0.292 -3.747 1.861
O 0.202 -3.945 0.473
C -1.110 -3.907 -0.094
C -1.386 -2.532 -0.687
O -2.055 -2.321 -1.653
O -0.763 -1.561 0.002
H 1.487 -1.225 3.499
H -0.667 -3.731 2.379
H 0.910 -4.544 2.297
H -1.872 -4.141 0.653
H -1.159 -4.663 -0.874
Br 0.673 3.682 -4.652
C 0.781 2.235 -3.485
C -0.369 1.650 -2.967
C -0.240 0.604 -2.080
N 0.966 0.117 -1.728
C 2.091 0.653 -2.259
C 2.030 1.732 -3.119
C 3.378 0.060 -1.814
C 4.595 0.434 -2.354
C 5.765 -0.152 -1.873
Br 7.410 0.340 -2.583
C 5.680 -1.104 -0.861
C 4.436 -1.431 -0.369
N 3.306 -0.866 -0.827
H -1.354 2.006 -3.231
H -1.107 0.145 -1.624
H 2.919 2.191 -3.520
H 4.662 1.165 -3.144
H 6.562 -1.580 -0.458
H 4.331 -2.164 0.421
C 0.106 4.956 3.097
C -1.181 4.246 2.702
C -1.205 3.813 1.241
N -0.179 2.775 0.976
C -0.233 1.481 1.181
S 1.352 0.673 1.145
N -1.344 0.814 1.467
C -2.667 1.157 0.872
O -2.675 1.350 -0.313
C -3.784 1.188 1.797
C -5.061 1.416 1.267
C -6.149 1.475 2.116
C -5.970 1.306 3.485
C -4.705 1.078 4.016
C -3.608 1.021 3.176
H 0.037 5.359 4.106
H 0.314 5.791 2.427
H 0.966 4.283 3.086
H -2.042 4.897 2.863
H -1.348 3.365 3.330
H -0.949 4.640 0.578
H -2.179 3.455 0.929
H 0.747 3.130 0.781
H -1.225 -0.164 1.689
H -5.182 1.543 0.200
H -7.138 1.653 1.719
H -6.825 1.354 4.145
H -4.581 0.953 5.083
H -2.623 0.860 3.593
C 0.066 -3.345 -3.944
S 1.508 -2.586 -3.222
C 2.706 -3.897 -3.398
O 1.192 -2.615 -1.682
H 0.203 -3.317 -5.026
H -0.796 -2.741 -3.662
H -0.037 -4.369 -3.592
H 2.816 -4.097 -4.464
H 2.351 -4.782 -2.872
H 3.652 -3.544 -2.993
*
```

Population analysis type Mulliken, resulting atomic charges in e: 1.271, -0.333, 0.603, -0.565, -0.459, -0.323, -0.597, 0.424, -0.588, -0.280, 0.486, 0.417, 0.404, 0.398, 0.364, -0.029, -0.653, -0.856, -0.636, 0.804, 0.742, -0.776, 0.857, -0.973, -0.254, -0.016, -0.759, -0.367, 0.358, 0.608, 0.594, 0.596, 0.572, 0.504, 0.577, -1.306, -0.089, -0.752, 0.041, 0.413, -0.662, 0.627, -0.181, -0.538, 0.549, -0.396, -0.701, -0.409, -0.902, -0.239, 0.404, 0.338, 0.282, 0.415, 0.128, 0.579, 0.199, 0.430, 0.306, 0.456, 0.451, 0.440, 0.445, 0.474, -1.025, 0.559, -1.117, -0.741, 0.500, 0.320, 0.378, 0.496, 0.386, 0.325

=====

2.
A molecular structure, C27H31F5N3OPtSe, computed with wB97M-V/def2-TZVPD.

The value obtained for the LUMO energy (alpha / beta) is -0.5 / -0.5 eV. The calculation puts the energy at -117191.286 eV. Its relative energy (zero: lowest compared OMol25 entry of this formula, charge and spin) is 5.255 eV. As for the HOMO energy (alpha / beta): -3.546 / -3.543 eV. Its gap between HOMO and LUMO (alpha / beta) is 3.09 / 3.09 eV.

Geometry as ORCA input:
```
! RIJCOSX wB97M-V def2-TZVPD def2/J DEFGRID3
* xyz -1 1
Pt -0.165 0.656 -0.534
C 2.130 0.791 1.342
C 1.034 1.559 1.747
C 0.626 2.383 0.596
C 1.516 2.023 -0.467
C 2.392 0.993 -0.031
C 3.470 0.376 -0.887
C 2.907 0.044 -2.274
C 4.616 1.392 -1.017
C 4.019 -0.932 -0.266
C -0.094 3.735 0.541
C -1.557 3.666 0.991
C -0.134 4.281 -0.895
C 0.712 4.748 1.370
C 0.351 1.301 3.081
C -1.013 0.645 2.798
C 0.167 2.540 3.968
C 1.169 0.310 3.927
H 2.718 0.165 1.990
H 1.644 2.572 -1.384
H 2.507 0.929 -2.758
H 2.099 -0.687 -2.190
H 3.687 -0.381 -2.907
H 4.265 2.269 -1.553
H 5.454 0.968 -1.568
H 4.963 1.701 -0.032
H 2.556 -1.495 1.079
H 4.671 -0.699 0.581
H 4.605 -1.460 -1.025
H -2.090 2.941 0.374
H -2.033 4.636 0.858
H -1.672 3.384 2.031
H -0.593 3.570 -1.577
H 0.859 4.535 -1.257
H -0.732 5.190 -0.916
H 0.768 4.475 2.416
H 0.262 5.736 1.292
H 1.727 4.802 0.982
H -1.688 1.334 2.303
H -1.471 0.318 3.731
H -0.891 -0.220 2.145
H -0.488 3.275 3.519
H 1.130 3.004 4.176
H -0.280 2.243 4.917
H 1.242 -0.655 3.437
H 0.675 0.162 4.887
H 2.171 0.691 4.120
N 0.942 -2.785 1.974
C 0.187 -2.659 0.827
O -0.975 -2.289 0.903
C 0.923 -2.914 -0.427
C 0.227 -3.577 -1.449
N -0.300 -4.196 -2.263
C 2.181 -2.457 -0.642
N 2.982 -1.821 0.206
H 0.417 -2.723 2.835
H 1.731 -3.409 1.971
F -2.970 2.314 -5.255
C -2.362 1.637 -4.241
C -1.348 2.250 -3.369
F -0.145 1.581 -3.161
C -2.563 1.749 -2.713
F -3.431 2.521 -2.012
C -2.593 0.223 -2.581
Se -1.768 -0.793 -1.184
C -3.635 -0.331 -3.454
F -4.853 0.265 -3.653
C -2.431 0.128 -4.136
F -1.590 -0.668 -4.838
*
```

Population analysis type Mulliken, resulting atomic charges in e: 1.020, -1.387, -0.179, 0.316, -0.933, -0.405, 2.551, -1.625, -1.992, -1.711, 2.426, -1.751, -2.139, -1.761, 2.911, -1.546, -2.099, -2.094, 0.984, 0.439, 0.297, 0.242, 0.461, 0.329, 0.476, 0.400, 0.235, 0.342, 0.426, 0.137, 0.565, 0.230, 0.491, 0.340, 0.516, 0.268, 0.451, 0.352, 0.117, 0.570, 0.094, 0.315, 0.409, 0.493, 0.164, 0.480, 0.429, -0.419, 0.317, -0.726, 0.658, 0.193, -0.757, -1.123, 0.390, 0.304, 0.224, -0.392, 0.077, -0.564, -0.040, 0.788, -0.499, 0.528, -0.181, -0.431, -0.255, 0.580, -0.324

=====

3.
A molecular structure, C27H31F5N6OPS5Ti, computed with wB97M-V/def2-TZVPD.

The value obtained for the LUMO energy is -2.6 eV. The calculation puts the energy at -139654.263 eV. Its relative energy (zero: lowest compared OMol25 entry of this formula, charge and spin) is 0.000 eV. As for the HOMO energy: -9.854 eV. Its gap between HOMO and LUMO is 7.27 eV.

Geometry as ORCA input:
```
! RIJCOSX wB97M-V def2-TZVPD def2/J DEFGRID3
* xyz 1 1
Ti 0.039 0.250 0.167
C -1.317 3.345 5.551
C -0.856 2.779 4.245
C 0.124 3.422 3.479
C 0.526 2.806 2.319
N -0.018 1.651 1.919
C -1.044 1.168 2.649
S -1.822 -0.157 1.873
N -1.437 1.659 3.825
H -0.474 3.690 6.150
H -1.888 2.602 6.100
H -1.961 4.208 5.367
H 0.559 4.359 3.793
H 1.282 3.225 1.668
C 0.540 -3.532 4.302
N 1.700 -2.522 4.219
C 2.906 -3.236 3.584
N 2.564 -3.814 2.336
C 1.456 -4.751 2.496
N 0.269 -4.097 3.034
C -0.314 -3.135 2.088
P 0.841 -1.743 1.683
C 1.309 -1.312 3.424
C 2.304 -2.809 1.293
H -0.320 -2.989 4.692
H 0.862 -4.296 5.011
H 1.951 -2.238 5.166
H 3.206 -4.004 4.299
H 3.691 -2.488 3.478
H 1.763 -5.547 3.177
H 1.215 -5.188 1.529
H -1.240 -2.732 2.498
H -0.556 -3.650 1.159
H 0.462 -0.835 3.921
H 2.156 -0.626 3.395
H 3.183 -2.183 1.160
H 2.111 -3.312 0.345
C -0.394 3.643 -2.615
S -1.445 2.313 -2.064
O -0.654 1.770 -0.862
C -1.269 1.168 -3.396
C -2.444 0.647 -3.919
C -2.368 -0.286 -4.942
C -1.128 -0.693 -5.411
C 0.042 -0.168 -4.874
C -0.020 0.773 -3.863
H 0.615 3.274 -2.784
H -0.398 4.397 -1.831
H -0.826 4.043 -3.532
H -3.402 0.961 -3.525
H -3.274 -0.700 -5.363
H -1.070 -1.430 -6.202
H 1.005 -0.497 -5.241
H 0.888 1.161 -3.423
S 1.836 -0.435 -1.183
C 2.136 0.731 0.065
N 3.117 0.348 1.084
C 3.640 1.538 1.748
C 3.904 2.616 0.692
S 2.524 2.453 -0.471
H 3.890 -0.092 0.592
H 4.552 1.280 2.288
H 2.911 1.894 2.476
H 4.851 2.442 0.182
H 3.916 3.619 1.118
F -6.580 -2.732 0.240
C -5.311 -2.469 -0.052
C -4.919 -1.183 -0.373
F -5.816 -0.198 -0.393
C -3.595 -0.924 -0.674
F -3.280 0.343 -0.985
C -2.612 -1.907 -0.661
S -0.918 -1.615 -1.075
C -3.050 -3.192 -0.350
F -2.180 -4.214 -0.337
C -4.367 -3.481 -0.044
F -4.730 -4.726 0.258
*
```

Population analysis type Mulliken, resulting atomic charges in e: -0.168, -1.264, 0.865, -1.310, -0.420, 0.871, 0.218, -0.553, -0.656, 0.369, 0.359, 0.294, 0.403, 0.635, -0.795, 0.148, -0.729, 0.204, -0.869, 0.208, -1.637, 2.688, -1.635, -1.234, 0.392, 0.346, 0.352, 0.332, 0.394, 0.324, 0.365, 0.691, 0.335, 0.622, 0.313, 0.408, 0.355, -1.067, 0.296, -0.228, 0.785, -0.353, -0.655, -0.503, -0.811, -0.213, 0.279, 0.414, 0.430, 0.440, 0.430, 0.417, 0.434, 0.256, -0.252, 0.227, 0.005, -0.853, -0.682, -0.258, 0.376, 0.566, 0.242, 0.404, 0.407, -0.295, 0.680, 0.146, -0.311, -0.581, -0.343, 1.026, -0.391, -0.221, -0.434, 0.269, -0.296